{
  "formula": "C7H15N5O2",
  "method": "ωB97M-V with the def2-TZVPD basis set",
  "symbols": ["C", "C", "C", "C", "C", "C", "C", "N", "N", "N", "N", "N", "O", "O", "H", "H", "H", "H", "H", "H", "H", "H", "H", "H", "H", "H", "H", "H", "H"],
  "positions_angstrom": [[1.0119, 1.9328, -1.3978], [0.6358, 0.6588, -1.4694], [1.2366, 2.5074, -0.0926], [-1.5026, 1.4480, 0.0516], [0.4338, -0.1936, -0.2922], [-0.0940, -1.6601, -0.5161], [-0.4373, -2.4565, 0.8134], [-0.6697, 2.3548, 0.4322], [1.5626, 3.7925, 0.1374], [-1.9791, 1.2080, -1.1549], [0.9067, 0.2986, 0.8230], [0.8601, -2.9120, 1.4476], [1.0058, -0.1997, 1.9540], [1.5398, 1.6673, 0.9231], [1.2909, 2.7147, -2.1866], [0.4985, 0.1615, -2.4557], [-2.1150, 0.8425, 0.7732], [0.5941, -2.2720, -1.0210], [-0.9163, -1.9219, -1.0691], [-0.9627, -1.9450, 1.5815], [-1.1075, -3.3219, 0.5128], [-0.6420, 2.4079, 1.4338], [1.8415, 4.0089, 1.0549], [1.4140, 4.5031, -0.5420], [-2.6315, 0.5610, -1.3732], [-1.8688, 1.8696, -1.8887], [1.6224, -2.1184, 1.3958], [1.1642, -3.6942, 0.7967], [0.8717, -3.3015, 2.4043]],
  "forces_ev_per_angstrom": [[1.46, 1.79, -0.98], [0.36, -0.88, -1.60], [-0.89, 1.04, 0.69], [-2.73, -0.01, 2.20], [0.56, 0.13, -1.72], [1.19, 0.57, 4.86], [0.01, -0.37, -0.88], [-1.63, 0.19, -0.78], [0.05, -2.76, -0.75], [2.45, 2.58, -0.80], [0.97, -0.64, 1.95], [2.07, -0.53, -1.93], [-0.40, -0.08, -1.22], [0.06, -1.21, -0.85], [-0.83, -1.88, 0.50], [0.06, 0.50, 0.86], [1.03, 0.39, -0.02], [1.83, -0.41, -0.70], [-2.56, 1.21, -1.81], [-0.49, 0.91, 0.31], [1.28, 0.64, 0.55], [0.06, 0.01, 0.59], [0.35, 0.70, 1.13], [0.00, 0.42, -0.42], [-2.52, -2.52, -0.05], [0.47, 0.58, -0.51], [-1.87, -1.62, 0.47], [0.18, 0.92, 1.21], [-0.47, 0.35, -0.31]],
  "total_charge": 2,
  "multiplicity": 1,
  "gap_ev": 8.90,
  "e_homo_ev": -16.506
}

{
  "formula": "C7H15NO",
  "method": "ωB97M-V with the def2-TZVPD basis set",
  "symbols": ["C", "C", "C", "C", "C", "C", "C", "N", "O", "H", "H", "H", "H", "H", "H", "H", "H", "H", "H", "H", "H", "H", "H", "H"],
  "positions_angstrom": [[-1.3353, -0.3456, -0.6584], [1.5559, 0.9070, 0.9986], [2.4512, -0.0022, -0.9373], [-0.5688, 0.0636, -1.9034], [-1.9814, 0.7205, 0.2006], [-0.9270, -1.6040, 0.0714], [1.3160, 0.6785, 2.4481], [-1.9190, -0.4623, -1.9803], [2.1089, -0.0361, 0.3113], [-1.9622, -1.4163, -2.3256], [1.4123, 1.8859, 0.5567], [2.4154, 0.9103, -1.5110], [2.8494, -0.9149, -1.3385], [0.2334, -0.5516, -2.2941], [-0.4906, 1.1179, -2.1335], [-1.2472, 1.1870, 0.8561], [-2.4197, 1.4876, -0.4329], [-2.7691, 0.2929, 0.8203], [-0.1791, -1.3766, 0.8327], [-0.4984, -2.3327, -0.6157], [-1.7872, -2.0539, 0.5710], [0.3146, 1.0219, 2.7312], [1.3909, -0.3878, 2.6641], [2.0372, 1.2109, 3.0688]],
  "forces_ev_per_angstrom": [[0.54, 0.05, -0.40], [-0.55, 0.99, 0.96], [0.68, -0.14, -1.30], [-0.30, -0.16, 0.57], [0.26, -0.04, -0.16], [0.06, 0.19, -0.06], [-0.10, -0.14, -0.30], [-0.97, -0.11, -0.38], [-0.01, -0.68, 0.42], [0.22, 0.07, 0.12], [0.07, -0.09, -0.27], [-0.15, 0.16, 0.14], [0.05, -0.10, 0.09], [0.03, 0.00, 0.30], [0.06, 0.09, -0.05], [0.05, 0.01, 0.09], [-0.02, 0.05, -0.03], [-0.08, -0.06, 0.00], [0.00, -0.02, 0.01], [0.03, -0.05, -0.03], [-0.04, -0.03, -0.03], [0.11, -0.05, 0.04], [-0.01, 0.02, 0.09], [0.08, 0.03, 0.17]],
  "total_charge": 0,
  "multiplicity": 1,
  "gap_ev": [8.21, 7.97],
  "e_homo_ev": [-7.222, -7.039]
}

{
  "formula": "C7H15NO2S",
  "method": "ωB97M-V with the def2-TZVPD basis set",
  "symbols": ["C", "C", "C", "C", "C", "C", "C", "N", "O", "O", "S", "H", "H", "H", "H", "H", "H", "H", "H", "H", "H", "H", "H", "H", "H", "H"],
  "positions_angstrom": [[0.9388, -1.5961, -0.7585], [0.1298, -0.7532, 0.1910], [0.5800, -0.8790, 1.6075], [-1.2240, 0.7394, -1.3393], [-2.2504, -1.2432, -0.2559], [2.6552, 1.9983, 0.4321], [-1.1957, -0.1072, -0.0562], [2.3269, 0.9932, -0.5170], [4.1557, -0.2264, 0.6864], [2.3209, -1.5493, -0.4612], [3.3830, -0.2251, -0.5545], [0.6650, -2.5823, -0.5324], [0.8670, -1.2145, -1.7782], [-0.2754, -1.3142, 2.3613], [0.9274, 0.1504, 1.9635], [1.4070, -1.5209, 1.8143], [-1.0944, 0.0800, -2.2692], [-0.3887, 1.4486, -1.2740], [-2.1006, 1.2203, -1.3700], [-3.2041, -0.9300, -0.3762], [-2.0896, -1.9398, 0.6224], [-2.0380, -1.5723, -1.2936], [3.6628, 2.0732, 0.6348], [2.3566, 3.0685, 0.2800], [2.0935, 1.7803, 1.3164], [-1.5187, 0.5517, 0.7811]],
  "forces_ev_per_angstrom": [[0.17, 3.56, -0.11], [1.12, 0.10, 1.11], [-1.96, 0.63, 2.18], [4.04, -2.31, -0.32], [3.99, -0.99, 0.57], [-1.91, 1.65, -0.11], [-0.76, 0.07, -0.93], [-1.09, -0.07, -1.18], [-0.01, -0.57, -0.43], [1.13, -0.35, 0.46], [-0.24, -0.21, 0.64], [-0.37, -1.78, -0.40], [-0.78, -0.72, -0.20], [1.61, 1.45, -1.78], [-0.77, -1.15, -0.06], [0.70, -0.48, -0.47], [-0.15, 1.01, 1.26], [-0.25, -0.03, -0.40], [-3.34, 1.91, -0.42], [-3.16, 1.37, 0.46], [-0.66, 0.14, -1.51], [0.24, -1.04, 0.87], [2.25, -0.26, 0.84], [-0.28, -0.97, -1.06], [-0.08, -0.42, 1.25], [0.57, -0.55, -0.24]],
  "total_charge": 0,
  "multiplicity": 1,
  "gap_ev": [9.02, 5.95],
  "e_homo_ev": [-8.988, -7.593]
}

{
  "formula": "C7H15NO4",
  "method": "ωB97M-V with the def2-TZVPD basis set",
  "symbols": ["C", "C", "C", "C", "C", "C", "C", "H", "H", "H", "H", "H", "H", "H", "H", "H", "H", "H", "H", "H", "H", "H", "N", "O", "O", "O", "O"],
  "positions_angstrom": [[2.3463, -0.9933, -0.0672], [2.0309, 0.0358, -1.0910], [0.7470, 0.8166, -1.1372], [-1.0836, 0.1909, -0.0032], [-2.1372, -0.8469, 0.4553], [-0.1822, 0.7656, 1.2285], [0.4672, 1.6911, 0.1960], [0.1248, -1.3827, 0.2859], [2.7942, -0.5445, 0.9373], [3.1653, -1.7829, -0.1088], [2.0986, -0.3092, -2.1432], [2.9275, 0.5876, -1.0147], [0.3314, 1.3734, -2.0083], [-0.5864, -0.9518, -1.6977], [-1.7919, 1.0422, -0.4173], [-3.1318, -0.3418, 0.7226], [-2.1631, -1.7665, 1.4278], [-2.3686, -2.3436, -0.6455], [-0.8110, 1.5122, 1.7096], [0.9452, -0.8434, 1.7690], [1.5139, 1.8683, 0.6548], [-1.6946, 3.2560, 0.3139], [-0.2694, -0.4038, -0.8554], [1.2980, -2.1288, 0.1673], [-2.8265, -1.3869, -0.8390], [0.5200, -0.0021, 2.1590], [-0.5662, 2.7046, -0.3980]],
  "forces_ev_per_angstrom": [[-0.30, -4.40, 3.69], [1.28, 0.04, -2.92], [-1.98, -1.58, 2.97], [-7.03, -0.32, 5.02], [-5.45, -0.57, 1.27], [-2.61, 1.23, -2.88], [1.66, -0.26, -1.24], [4.35, -2.31, -2.28], [-1.78, -0.22, -1.53], [-0.28, 1.65, -1.70], [0.13, -0.72, 0.56], [0.91, 1.70, -0.16], [1.18, -0.47, 0.33], [0.01, 1.24, 1.41], [1.64, -1.53, 0.85], [1.99, 0.15, 0.76], [1.15, 2.63, -3.26], [-2.18, 2.91, -1.85], [-0.23, -0.52, 0.93], [-0.84, 1.50, 0.33], [-1.53, 1.64, -0.95], [4.94, -2.50, -2.06], [3.69, 0.34, -3.44], [-1.82, 4.32, 1.42], [4.02, -4.34, 2.72], [0.34, -0.96, -1.29], [-1.25, 1.35, 3.29]],
  "total_charge": 0,
  "multiplicity": 1,
  "gap_ev": 7.90,
  "e_homo_ev": -8.621
}

{
  "formula": "C7H15NS",
  "method": "ωB97M-V with the def2-TZVPD basis set",
  "symbols": ["C", "C", "C", "C", "C", "C", "C", "N", "S", "H", "H", "H", "H", "H", "H", "H", "H", "H", "H", "H", "H", "H", "H", "H"],
  "positions_angstrom": [[2.3922, 0.1055, 0.1025], [3.8269, -0.3841, -0.1070], [-2.7070, 0.6830, 0.2817], [-1.1661, -0.3805, -1.4078], [-1.2773, -1.3697, 0.8340], [-0.1985, 0.7423, 0.7120], [-1.3443, 0.0170, 0.0831], [1.3799, -0.5868, 0.3359], [0.2381, 2.3009, 0.1446], [2.5028, 1.2554, 0.2144], [4.4040, -0.5355, 0.8759], [3.6995, -1.4626, -0.4656], [4.1482, 0.3730, -0.8558], [-2.7527, 1.5560, -0.4113], [-3.5952, 0.0963, 0.2714], [-2.6179, 1.0763, 1.2261], [-2.0689, -0.6539, -1.9715], [-0.7065, 0.4866, -1.9336], [-0.5767, -1.1997, -1.6069], [-2.3310, -1.6237, 0.8776], [-0.9407, -1.3224, 1.7994], [-0.5401, -1.9874, 0.3110], [-0.1967, 0.7646, 1.8412], [0.4280, 2.0492, -1.1512]],
  "forces_ev_per_angstrom": [[1.16, 1.41, 1.81], [-1.27, -2.13, 0.07], [1.69, 1.34, -1.63], [-0.67, 2.96, -0.46], [-1.34, 0.72, -2.41], [2.07, -1.26, -0.14], [-0.08, -3.53, -0.39], [-1.62, 2.21, 0.17], [0.43, 1.23, 0.29], [-1.10, -1.17, -0.31], [-0.73, 1.06, -1.51], [0.68, 1.50, -0.18], [0.97, -1.07, 0.59], [-0.35, -0.64, 0.39], [-0.37, -0.84, -0.52], [-0.37, 1.29, 2.52], [-0.35, 0.57, 0.64], [-0.40, -0.51, -0.07], [1.89, -1.70, 0.17], [0.08, -1.29, -0.23], [0.82, 0.51, 2.62], [-0.87, -0.32, 0.12], [-0.11, -0.12, -1.34], [-0.17, -0.20, -0.20]],
  "total_charge": 0,
  "multiplicity": 1,
  "gap_ev": [9.09, 9.10],
  "e_homo_ev": [-8.456, -8.457]
}

Here are the calculated E_tot numbers, same order: -699.2081, -405.5415, -878.9379, -631.0083, -728.5177 (Eh).
Here are the calculated energy above the lowest of the compared OMol25 structures with the same formula, charge and spin numbers, same order: 1.8431, 5.3295, 4.9299, 11.1689, 1.8991 (eV).